Entry 1:
{"formula": "C9H64NO24", "method": "the ωB97M-V functional and the def2-TZVPD basis", "symbols": ["C", "C", "C", "C", "C", "C", "N", "O", "C", "C", "C", "H", "H", "H", "H", "H", "H", "H", "H", "H", "H", "H", "H", "H", "H", "H", "H", "H", "H", "O", "H", "H", "O", "H", "H", "O", "H", "H", "O", "H", "H", "O", "H", "H", "O", "H", "H", "O", "H", "H", "O", "H", "H", "O", "H", "H", "O", "H", "H", "O", "H", "H", "O", "H", "H", "O", "H", "H", "O", "H", "H", "O", "H", "H", "O", "H", "H", "O", "H", "H", "O", "H", "H", "O", "H", "H", "O", "H", "H", "O", "H", "H", "O", "H", "H", "O", "H", "H"], "coordinates": [[-2.30881, 0.19758, 1.67983], [-1.15801, 0.45676, 0.58039], [0.09348, 0.90509, 1.41652], [1.45682, 0.77843, 0.74172], [1.81489, -0.51176, 0.04587], [0.57098, -0.83061, -0.90819], [-0.84533, -0.73227, -0.29036], [-1.85850, -1.45583, -1.10318], [0.93111, -2.36328, -1.35560], [0.69745, 0.02993, -2.26174], [-1.59507, 1.69530, -0.31700], [-2.50495, -0.84334, 1.93696], [-3.27222, 0.50066, 1.26984], [-2.25900, 0.74660, 2.62014], [0.02197, 0.47058, 2.41361], [0.01483, 1.98676, 1.52553], [2.26653, 0.98988, 1.44012], [1.51692, 1.57001, -0.00520], [1.96094, -1.36057, 0.71392], [2.74658, -0.32234, -0.48721], [0.31377, -2.66058, -2.20331], [0.59964, -3.10259, -0.62646], [1.96837, -2.59300, -1.59937], [0.01614, -0.22914, -3.07216], [1.71510, -0.17786, -2.59235], [0.60955, 1.11604, -2.23482], [-2.59553, 1.65997, -0.74818], [-0.98872, 1.81415, -1.21495], [-1.48412, 2.65695, 0.18404], [0.47749, -2.14166, 2.33704], [-0.05559, -1.70942, 1.66978], [1.32650, -2.27614, 1.91593], [0.12869, -1.23684, -4.13433], [0.60817, -2.05481, -4.26574], [-0.73023, -1.39665, -4.52542], [3.86658, -0.79171, 1.17040], [3.74340, -1.51992, 1.77930], [3.24729, -0.12435, 1.46596], [-4.58961, 0.98451, 1.05694], [-4.37538, 0.05812, 1.16710], [-4.24169, 1.21035, 0.19429], [2.31773, -0.09256, 2.81024], [1.47240, 0.34799, 2.89725], [2.93453, 0.47927, 3.26719], [-1.34943, -2.41417, 1.09236], [-1.08367, -3.02602, 0.40590], [-1.25406, -1.54944, 0.69319], [1.40894, 1.80922, 2.60765], [2.30668, 2.14095, 2.59200], [1.05135, 2.04406, 1.75137], [-2.25903, -3.02325, -1.75199], [-1.69087, -2.32712, -1.42209], [-2.44735, -2.77112, -2.65598], [-3.60604, 0.15196, -1.01855], [-3.77478, -0.76533, -0.80325], [-2.67647, 0.27633, -0.82707], [2.09197, -2.70523, 1.23930], [1.53957, -3.32313, 0.76046], [2.61448, -2.27569, 0.56202], [-2.72250, 3.38005, 0.24562], [-3.31186, 2.65562, 0.03568], [-2.66945, 3.88851, -0.56363], [-4.01257, 2.14305, -0.78538], [-3.66993, 1.25910, -0.91753], [-3.81839, 2.60050, -1.60346], [-1.79606, 0.31498, -2.86971], [-1.55314, -0.03222, -2.01141], [-1.02871, 0.81182, -3.15354], [2.57255, -3.75797, -1.58523], [2.41000, -3.50062, -2.49275], [3.19852, -3.11062, -1.26065], [-0.07377, 1.83989, 3.86984], [-0.13698, 0.89540, 4.01189], [0.57072, 1.93448, 3.16846], [3.48809, 1.41403, 0.23346], [3.21978, 0.51161, 0.06067], [2.80428, 1.94907, -0.16952], [1.41627, 2.84967, 0.79515], [1.63649, 3.70102, 0.41709], [1.32250, 2.26881, 0.04013], [2.33046, 2.24703, -1.04542], [2.08852, 3.09533, -1.41702], [2.23763, 1.63131, -1.77240], [-2.22985, 0.54786, 3.97074], [-2.08510, 1.47573, 3.78547], [-1.94768, 0.43757, 4.87874], [-0.77244, 3.74416, 1.35260], [-1.40834, 3.19270, 0.89677], [-0.78147, 3.42517, 2.25503], [0.03842, 0.71328, -4.41292], [0.83115, 0.73116, -4.94910], [0.01401, -0.17214, -4.05009], [3.78314, -1.71133, -0.67219], [3.75603, -1.13801, 0.09384], [4.12709, -2.54032, -0.33945], [-0.93232, -3.85917, -0.22225], [-0.75007, -4.72325, -0.59157], [-1.59139, -3.48298, -0.80563]], "atomic_forces_ev_per_a": [[0.53, -0.24, -3.12], [-0.63, 0.85, -0.19], [-2.89, -3.22, -3.60], [-1.63, -5.62, -1.68], [-5.59, 1.51, -0.89], [0.36, -1.10, -1.64], [3.69, 2.81, -1.57], [2.77, 16.23, 6.85], [-3.25, 4.03, 0.19], [0.95, -0.44, 3.20], [4.18, -2.92, -0.60], [0.93, -0.11, 0.18], [3.88, 0.08, 0.72], [0.64, -0.51, -3.88], [-0.50, -0.76, -1.40], [-3.61, -1.42, -0.97], [-1.99, -0.57, -2.39], [-0.01, -12.73, 0.12], [-1.97, 4.15, -1.19], [-2.66, -0.86, -1.76], [-0.18, 0.01, -0.28], [0.53, 0.95, -0.26], [-3.21, 4.38, 0.75], [1.72, 0.11, 7.53], [0.38, -0.16, -0.46], [-0.09, 0.07, 0.82], [4.65, 0.42, 0.99], [0.65, -0.34, 0.00], [0.97, -5.46, -4.06], [-2.02, 1.94, 4.83], [-0.63, -0.71, 0.54], [-2.03, 1.81, 3.00], [-0.31, -12.76, -3.53], [0.47, -0.42, 0.52], [-0.74, -0.28, -0.35], [3.69, 1.27, 5.78], [0.00, -0.12, 0.59], [-0.08, 0.24, 1.35], [-4.61, 0.52, 1.45], [-1.49, -0.34, 0.13], [-2.01, -0.74, 2.00], [2.41, -3.86, 2.87], [0.16, -0.66, 0.38], [0.08, -0.12, 0.60], [-4.59, 1.45, 5.02], [0.07, 2.77, 3.97], [-0.27, -0.52, 0.54], [10.93, 4.70, 2.07], [0.14, 0.75, 0.46], [1.36, 1.86, 0.76], [-8.67, -12.51, -9.39], [4.84, -0.84, -0.32], [-0.18, -0.42, -0.08], [-0.35, -6.65, -1.72], [0.16, -0.47, -0.06], [0.69, -1.55, -0.11], [7.58, -6.87, -3.22], [-0.40, -0.53, -0.04], [0.93, -1.54, -0.81], [-2.34, 9.03, 3.12], [-0.82, 0.81, 0.77], [-0.09, 0.50, 0.15], [-7.13, 5.55, -5.13], [-2.28, -1.00, -1.95], [-0.39, 0.25, -0.34], [-1.36, 0.89, -1.35], [-0.14, -0.82, 0.02], [-0.89, 0.93, -0.16], [4.16, -6.80, -1.15], [0.47, -0.83, -0.43], [0.55, 0.18, -0.43], [-7.01, 0.56, 7.11], [-0.39, -0.01, 0.45], [-1.44, 1.77, 2.60], [9.14, -1.93, 4.16], [1.30, 1.87, -0.09], [3.49, -0.39, 3.73], [1.36, 10.19, -0.95], [-0.52, 1.02, 0.94], [-3.56, 6.99, 0.69], [-3.50, 6.44, -14.16], [-0.21, 0.71, -0.50], [0.13, -0.84, -0.56], [-1.06, -0.78, 4.55], [0.50, 0.73, 0.78], [0.02, 0.03, 0.75], [1.85, 2.32, 2.23], [-0.22, 2.59, 3.33], [-0.06, 0.18, 0.59], [-0.39, 8.64, -4.45], [0.05, 0.13, -0.14], [0.76, 3.34, -2.79], [1.41, -5.31, -6.98], [1.13, 0.62, 1.01], [1.52, 0.10, 0.42], [3.27, -10.25, -3.29], [0.11, -0.44, -0.14], [-1.14, -1.47, -1.08]], "lowdin_charge": [0.0164, -0.2174, -0.0734, -0.2017, -0.1018, -0.1567, -0.0752, -0.1173, -0.0310, -0.0582, -0.0261, 0.1066, -0.0246, 0.0023, 0.1217, 0.0954, 0.0865, 0.0207, 0.0409, 0.0921, 0.0851, 0.0640, -0.0355, -0.0259, 0.1125, 0.0774, 0.0249, 0.1083, 0.0015, -0.0477, -0.0141, -0.2425, 0.0507, 0.1426, 0.1444, 0.0288, 0.1262, 0.0372, -0.0325, 0.0579, -0.0528, -0.0423, 0.0250, 0.1021, -0.0934, -0.2517, -0.1003, -0.1133, 0.1661, -0.0714, -0.0264, -0.3310, 0.0817, 0.0380, 0.1558, 0.0324, 0.0587, 0.1197, 0.0306, -0.0790, -0.1323, 0.0995, -0.0028, -0.1870, 0.1508, -0.0558, -0.0042, -0.0088, -0.0535, 0.0785, 0.0001, -0.0526, 0.0376, -0.2954, -0.0660, -0.0291, -0.2474, -0.0577, 0.1382, -0.0541, 0.0871, 0.1639, 0.1261, -0.0748, 0.0568, 0.0752, -0.0429, -0.0820, 0.0521, -0.1015, 0.0767, -0.2749, -0.0728, -0.2082, 0.0749, 0.0239, 0.1253, -0.0739], "homo_lumo_gap_ev": 5.24, "homo_energy_ev": -3.55, "largest_force_ev_per_a": 17.9, "multiplicity": 1, "total_charge": -1, "relative_energy_kcal_mol": 1621.47}



Entry 2:
{"formula": "C9H66NO25", "method": "the ωB97M-V functional and the def2-TZVPD basis", "symbols": ["C", "C", "C", "C", "C", "C", "N", "O", "C", "C", "C", "H", "H", "H", "H", "H", "H", "H", "H", "H", "H", "H", "H", "H", "H", "H", "H", "H", "H", "O", "H", "H", "O", "H", "H", "O", "H", "H", "O", "H", "H", "O", "H", "H", "O", "H", "H", "O", "H", "H", "O", "H", "H", "O", "H", "H", "O", "H", "H", "O", "H", "H", "O", "H", "H", "O", "H", "H", "O", "H", "H", "O", "H", "H", "O", "H", "H", "O", "H", "H", "O", "H", "H", "O", "H", "H", "O", "H", "H", "O", "H", "H", "O", "H", "H", "O", "H", "H", "O", "H", "H"], "coordinates": [[2.81849, -0.14775, 1.11126], [1.41119, 0.35778, 1.28766], [1.38995, 1.82266, 0.80947], [-0.01743, 2.32849, 0.54462], [-0.69207, 1.41146, -0.49428], [-0.74467, -0.03334, -0.00491], [0.52133, -0.43969, 0.49425], [0.64957, -1.80328, 0.74151], [-1.05711, -0.87822, -1.25318], [-1.94528, -0.21019, 0.91970], [1.06816, 0.35269, 2.78837], [3.55204, 0.52840, 1.56310], [3.17174, -0.27995, 0.08645], [2.89947, -1.08305, 1.64939], [1.97616, 1.99628, -0.09271], [1.81463, 2.36987, 1.65125], [0.00115, 3.33591, 0.12261], [-0.61124, 2.21926, 1.45599], [-0.24423, 1.54445, -1.48257], [-1.72267, 1.79298, -0.51333], [-1.32461, -1.89730, -0.96002], [-0.19145, -0.93896, -1.90745], [-1.90219, -0.42525, -1.78289], [-2.94699, -0.08579, 0.50172], [-1.87679, 0.32532, 1.86793], [-1.94548, -1.26956, 1.22017], [1.66722, 1.06583, 3.35420], [1.27161, -0.65724, 3.15227], [-0.00018, 0.49047, 2.95593], [-3.40885, 3.93780, -1.81417], [-4.14762, 3.32132, -1.87015], [-2.70673, 3.41493, -1.41242], [2.16509, 4.79297, 2.64265], [2.06434, 4.08573, 1.99389], [2.79429, 5.38799, 2.21903], [-4.38308, -2.95645, 1.04641], [-3.84503, -2.63166, 0.31052], [-5.16347, -3.32717, 0.62117], [1.95235, -2.24065, -1.86595], [1.63753, -2.18527, -0.92226], [1.29502, -2.80084, -2.29621], [-2.18981, 0.09727, 4.67042], [-1.94664, 0.94025, 4.26869], [-3.04284, -0.14353, 4.24854], [-2.31020, -2.51256, -4.14036], [-1.64521, -1.80317, -4.34197], [-2.68609, -2.75822, -4.99257], [-3.93619, -3.37474, -1.94030], [-3.37930, -2.88669, -2.57702], [-3.30415, -3.84673, -1.38112], [4.60865, 4.61151, -0.64565], [4.57412, 3.63639, -0.65878], [4.51613, 4.85479, -1.57132], [-0.40509, -4.30688, -2.82312], [-1.02417, -3.64423, -3.17575], [-0.21654, -4.89281, -3.56388], [5.30148, -1.32981, -2.52072], [4.74305, -0.58925, -2.25296], [6.15993, -0.94024, -2.71736], [-4.25739, -1.03394, 3.16058], [-4.43374, -0.17992, 2.72812], [-4.13656, -1.66033, 2.41890], [-0.46619, 4.44486, -3.34972], [-1.34535, 4.82764, -3.25161], [-0.61421, 3.49504, -3.17865], [-0.47473, -0.54964, -4.52612], [0.41026, -0.56598, -4.90662], [-0.52386, 0.26839, -3.99266], [5.82405, -1.41563, 1.96782], [5.28370, -1.87275, 1.29936], [6.61798, -1.14406, 1.49766], [2.41144, 0.38003, -2.68943], [1.99872, 0.56508, -1.82564], [2.23696, -0.56995, -2.81210], [-4.05079, 1.02586, -1.67755], [-4.45179, 0.42801, -2.32080], [-4.49841, 0.82489, -0.84420], [0.87328, -4.50146, -0.25778], [0.62726, -3.64447, 0.14924], [0.77488, -4.33477, -1.20579], [-1.85499, 3.11144, 3.45136], [-1.66589, 3.24491, 4.38852], [-1.14484, 3.57346, 2.98396], [-4.17236, 1.78678, 2.57986], [-4.71340, 2.09705, 3.31425], [-3.32886, 2.28112, 2.66063], [-0.02786, -1.08700, 5.81422], [-0.82341, -0.61343, 5.47793], [0.38570, -1.41676, 5.00420], [-1.56467, 1.90313, -3.57147], [-2.20199, 1.59908, -4.22904], [-1.78545, 1.40653, -2.76198], [0.66283, -3.26372, 3.64742], [1.46499, -3.72719, 3.91119], [0.84794, -2.93906, 2.74659], [3.46114, -3.37311, 0.83244], [3.06101, -3.71916, 0.02266], [2.82735, -2.70669, 1.13701], [4.47552, 2.04155, -1.75611], [5.32405, 1.96773, -2.20692], [3.90634, 1.34413, -2.15355]], "atomic_forces_ev_per_a": [[0.92, -0.05, 0.54], [-0.36, 1.18, -0.06], [-0.62, 0.10, 0.27], [0.17, -0.88, -0.71], [-0.23, 1.06, 1.14], [-0.87, 0.17, -1.23], [1.07, -0.11, -1.07], [0.15, -0.79, 0.04], [-0.15, -0.24, 0.14], [-0.09, -1.34, 1.27], [-0.05, -0.88, -0.08], [-0.18, 0.06, 0.18], [-0.46, -0.11, -0.16], [0.26, -0.01, -0.01], [0.33, -0.13, -0.03], [0.37, 0.16, -0.23], [-0.14, 0.20, 0.47], [0.00, 0.47, -0.01], [0.29, -0.19, 0.08], [-0.08, -0.31, -0.49], [0.02, 0.03, -0.06], [0.08, 0.10, -0.02], [-0.08, -0.14, -0.01], [0.22, 0.50, -0.37], [-0.04, 0.23, -0.15], [0.24, 0.13, 0.13], [-0.05, -0.01, 0.09], [0.05, 0.13, 0.16], [0.04, 0.32, 0.04], [-0.06, 0.21, 0.02], [0.15, -0.10, -0.01], [-0.02, 0.01, -0.03], [-0.02, 0.06, -0.15], [0.02, 0.04, 0.06], [-0.01, -0.01, 0.05], [0.15, 0.09, -0.19], [-0.11, -0.07, 0.03], [0.03, 0.06, 0.02], [-0.10, 0.02, 0.07], [-0.14, 0.33, -0.13], [0.02, 0.00, 0.01], [-0.60, 0.69, -0.14], [0.02, -0.14, -0.04], [0.54, -0.43, 0.04], [0.37, 0.42, -0.26], [-0.28, -0.25, 0.22], [-0.01, -0.07, 0.12], [0.26, 0.26, 0.10], [-0.16, -0.26, 0.15], [-0.03, -0.07, -0.21], [0.11, -0.21, 0.22], [-0.12, 0.41, -0.16], [-0.10, -0.07, 0.04], [0.02, 0.22, -0.25], [0.01, -0.17, -0.05], [-0.02, 0.03, 0.07], [0.14, 0.13, -0.10], [-0.08, -0.21, 0.05], [-0.07, -0.02, 0.05], [-0.31, 0.23, -0.46], [0.16, -0.19, 0.11], [-0.11, 0.07, 0.49], [0.03, -0.27, 0.24], [0.00, -0.08, 0.05], [0.00, 0.63, -0.35], [0.09, 0.23, -0.07], [-0.05, 0.01, 0.12], [0.10, -0.21, -0.27], [-0.05, -0.09, -0.29], [0.03, -0.04, 0.26], [-0.07, -0.02, -0.01], [-0.05, 0.40, 0.07], [-0.08, -0.29, -0.20], [0.14, -0.22, 0.54], [-0.32, -0.02, -0.13], [0.03, 0.01, 0.13], [0.18, 0.01, -0.04], [0.02, 0.21, -0.02], [0.02, -0.09, -0.01], [-0.25, -0.28, 0.36], [0.25, 0.20, 0.13], [-0.03, 0.00, -0.08], [-0.08, -0.12, 0.04], [0.12, 0.26, -0.09], [0.08, 0.06, -0.06], [-0.46, -0.29, 0.10], [-0.22, 0.49, -0.20], [0.52, -0.58, 0.27], [-0.13, -0.27, 0.17], [-0.06, -0.89, 0.27], [0.00, 0.24, 0.02], [-0.16, 0.30, -0.14], [0.26, 0.17, -0.20], [-0.05, 0.01, -0.06], [-0.28, 0.07, 0.00], [0.36, 0.16, 0.10], [-0.13, -0.03, 0.20], [-0.21, -0.26, -0.29], [0.09, -0.53, -0.29], [-0.09, 0.03, 0.05], [-0.01, 0.45, 0.09]], "lowdin_charge": [-0.0340, -0.5160, -0.1289, -0.1497, -0.1352, -0.5121, -0.1704, -0.2567, -0.0349, -0.0257, 0.0000, 0.0982, 0.0845, 0.0526, 0.1131, 0.0857, 0.1185, 0.0851, 0.1052, 0.0963, 0.0809, 0.0613, 0.0605, 0.0647, 0.0584, 0.0915, 0.0939, 0.0647, 0.0640, -0.0596, 0.0151, 0.0018, -0.0619, -0.0049, 0.0360, -0.0447, 0.0193, 0.0538, -0.0794, 0.0228, 0.0132, -0.0621, 0.0067, 0.0205, -0.0788, 0.0194, 0.0666, -0.0745, -0.0073, 0.0400, -0.0861, -0.0050, 0.0239, -0.0464, 0.0083, 0.0589, -0.0500, -0.0058, 0.0286, -0.0772, 0.0040, 0.0081, -0.0823, 0.0165, -0.0117, -0.0538, 0.0707, 0.0284, -0.0677, 0.0132, 0.0233, -0.0736, 0.0291, 0.0206, -0.0452, 0.0601, 0.0580, -0.0819, 0.0028, -0.0206, -0.0443, 0.0744, 0.0600, -0.0703, 0.0563, 0.0112, -0.1062, -0.0185, -0.0173, -0.0531, 0.0784, 0.0129, -0.0593, 0.0417, 0.0083, -0.0672, 0.0180, -0.0140, -0.0684, 0.0494, 0.0033], "homo_lumo_gap_ev": 5.05, "homo_energy_ev": -3.66, "largest_force_ev_per_a": 1.8, "multiplicity": 1, "total_charge": -1, "relative_energy_kcal_mol": 5.02}